Entry 1:
C59H161AgN14O15 | ωB97M-V with the def2-TZVPD basis set

Geometry as XYZ:
```
250
Properties=species:S:1:pos:R:3:lowdin_charge:R:1
Ag 3.04 -2.06 0.65 0.754
C -0.04 0.30 -2.16 -0.060
C 0.40 0.18 -0.74 -0.633
C -0.65 -0.34 0.18 -0.054
O 1.62 -0.45 -0.52 -0.345
H -0.34 -0.64 -2.61 0.061
H 0.76 0.71 -2.78 0.048
H -0.82 1.05 -2.28 0.070
H 0.51 1.21 -0.42 0.103
H -0.98 -1.33 -0.15 0.069
H -1.50 0.34 0.16 0.064
H -0.27 -0.38 1.20 0.058
C -4.92 2.71 0.92 -0.051
C -3.91 2.33 -0.20 -0.407
C -4.32 1.13 -1.13 -0.180
O -5.38 1.51 -1.99 -0.181
C -5.96 0.53 -2.80 -0.116
N -3.69 3.55 -0.94 0.048
H -5.68 3.34 0.46 0.073
H -4.43 3.27 1.71 0.055
H -5.42 1.84 1.34 0.061
H -3.00 2.11 0.35 0.114
H -4.46 0.24 -0.52 0.107
H -3.41 1.01 -1.71 0.104
H -6.95 0.84 -3.14 0.087
H -6.10 -0.36 -2.19 0.077
H -5.40 0.32 -3.71 0.079
H -4.50 3.86 -1.46 0.075
H -2.92 3.54 -1.59 0.036
C -3.76 -2.54 -1.73 -0.034
C -3.91 -3.70 -0.67 -0.382
C -4.74 -3.30 0.59 -0.191
O -6.08 -2.95 0.22 -0.207
C -6.88 -2.47 1.31 -0.075
N -4.47 -4.85 -1.39 0.029
H -4.70 -2.39 -2.26 0.073
H -2.94 -2.74 -2.42 0.038
H -3.33 -1.70 -1.17 0.051
H -2.99 -4.14 -0.29 0.121
H -4.25 -2.47 1.10 0.099
H -4.72 -4.11 1.32 0.118
H -7.09 -3.39 1.86 0.086
H -7.79 -1.99 0.94 0.088
H -6.33 -1.79 1.95 0.064
H -4.61 -5.59 -0.72 0.068
H -5.41 -4.69 -1.70 0.064
C -3.95 3.70 5.81 -0.067
C -4.02 5.19 5.58 -0.428
C -3.36 5.66 4.21 -0.139
O -1.97 5.23 4.37 -0.221
C -1.29 5.19 3.15 -0.128
N -5.42 5.64 5.70 0.026
H -2.90 3.40 5.85 0.065
H -4.43 3.16 5.00 0.073
H -4.37 3.46 6.78 0.079
H -3.44 5.70 6.34 0.128
H -3.26 6.74 4.16 0.120
H -3.83 5.22 3.34 0.115
H -0.27 4.90 3.40 0.092
H -1.35 6.19 2.72 0.090
H -1.63 4.39 2.49 0.070
H -5.70 5.64 6.67 0.065
H -5.38 6.62 5.45 0.058
C 6.73 -1.96 -2.25 -0.057
C 5.82 -2.69 -1.25 -0.390
C 6.22 -2.33 0.23 -0.165
O 5.22 -2.73 1.20 -0.290
C 5.76 -2.80 2.50 -0.102
N 4.42 -2.33 -1.46 0.026
H 7.79 -2.05 -2.00 0.075
H 6.55 -0.89 -2.23 0.056
H 6.55 -2.38 -3.24 0.078
H 5.98 -3.75 -1.40 0.133
H 6.43 -1.28 0.39 0.119
H 7.15 -2.85 0.43 0.116
H 4.94 -3.01 3.18 0.084
H 6.16 -1.81 2.75 0.083
H 6.51 -3.58 2.56 0.091
H 4.21 -2.50 -2.43 0.050
H 4.43 -1.32 -1.43 0.013
C -2.74 -4.52 -7.43 -0.055
C -1.65 -4.22 -6.36 -0.426
C -1.82 -2.83 -5.78 -0.237
O -1.67 -1.89 -6.77 -0.157
C -1.92 -0.62 -6.26 -0.131
N -1.83 -5.20 -5.35 0.025
H -2.80 -3.76 -8.21 0.067
H -3.76 -4.52 -7.05 0.078
H -2.62 -5.48 -7.94 0.073
H -0.62 -4.39 -6.67 0.144
H -1.04 -2.61 -5.05 0.114
H -2.83 -2.81 -5.36 0.133
H -1.63 -0.30 -5.26 0.081
H -2.97 -0.37 -6.39 0.087
H -1.46 0.13 -6.91 0.084
H -2.80 -5.18 -5.06 0.074
H -1.83 -6.11 -5.78 0.076
C 2.52 2.43 2.14 -0.027
C 3.39 1.14 2.41 -0.418
C 4.16 1.29 3.71 -0.181
O 5.03 2.43 3.76 -0.150
C 6.08 2.33 2.77 -0.101
N 2.54 -0.01 2.35 0.049
H 3.04 3.37 1.94 0.067
H 1.91 2.71 3.00 0.075
H 1.86 2.27 1.29 0.051
H 4.09 0.96 1.59 0.093
H 4.64 0.34 3.94 0.121
H 3.40 1.46 4.47 0.109
H 6.52 1.34 2.72 0.082
H 6.86 3.08 2.90 0.089
H 5.81 2.50 1.73 0.056
H 1.73 0.17 2.93 0.043
H 2.13 0.10 1.43 0.019
C 0.52 -2.80 2.98 -0.038
C 1.36 -4.09 3.03 -0.380
C 0.62 -5.47 3.14 -0.155
O -0.25 -5.58 4.27 -0.189
C 0.37 -5.96 5.47 -0.124
N 2.30 -4.03 1.92 0.022
H -0.09 -2.84 3.88 0.062
H -0.19 -2.66 2.18 0.071
H 1.16 -1.91 2.92 0.044
H 1.95 -4.11 3.95 0.123
H 1.40 -6.23 3.16 0.116
H 0.02 -5.74 2.27 0.117
H 1.21 -5.30 5.72 0.079
H 0.83 -6.94 5.37 0.079
H -0.23 -6.09 6.37 0.085
H 1.84 -4.16 1.03 0.018
H 2.97 -4.79 1.97 0.084
C 0.26 -1.50 7.40 -0.062
C 0.70 -0.84 6.16 -0.468
C -0.37 -0.16 5.30 -0.161
O 0.18 0.64 4.27 -0.223
C -0.70 1.37 3.55 -0.134
N 1.75 0.09 6.51 0.062
H -0.27 -0.81 8.06 0.090
H 1.15 -1.88 7.91 0.090
H -0.40 -2.31 7.10 0.055
H 1.12 -1.64 5.54 0.126
H -0.92 0.59 5.85 0.131
H -1.08 -0.90 4.92 0.111
H -1.44 0.73 3.06 0.079
H -0.22 1.90 2.72 0.078
H -1.11 2.12 4.22 0.093
H 1.35 0.76 7.15 0.081
H 2.00 0.55 5.65 0.040
C 0.49 3.71 -3.74 -0.023
C -0.38 5.00 -4.10 -0.377
C -1.80 5.07 -3.54 -0.135
O -2.50 3.78 -3.33 -0.247
C -3.18 3.36 -4.49 -0.099
N 0.36 6.19 -3.66 0.021
H 0.70 3.62 -2.67 0.046
H 1.50 3.71 -4.16 0.053
H 0.05 2.78 -4.07 0.064
H -0.51 5.07 -5.18 0.119
H -2.50 5.79 -3.96 0.133
H -1.61 5.45 -2.53 0.100
H -4.07 3.93 -4.75 0.092
H -3.41 2.31 -4.29 0.084
H -2.52 3.41 -5.36 0.084
H -0.11 7.05 -3.88 0.091
H 1.25 6.24 -4.13 0.088
C -2.75 -3.46 6.04 -0.033
C -4.25 -3.19 5.77 -0.428
C -4.52 -2.24 4.62 -0.220
O -3.98 -0.96 4.81 -0.188
C -4.18 0.02 3.77 -0.088
N -4.80 -4.44 5.31 0.016
H -2.67 -4.12 6.91 0.075
H -2.10 -2.61 6.24 0.042
H -2.35 -4.06 5.23 0.074
H -4.81 -2.96 6.68 0.137
H -5.60 -2.12 4.51 0.119
H -4.16 -2.63 3.67 0.116
H -3.88 -0.36 2.79 0.073
H -3.57 0.89 4.02 0.065
H -5.21 0.37 3.69 0.082
H -5.79 -4.39 5.10 0.074
H -4.68 -5.04 6.11 0.076
C 3.29 -2.17 -5.74 -0.047
C 3.14 -1.03 -4.72 -0.425
C 2.47 0.25 -5.18 -0.247
O 3.16 0.80 -6.23 -0.184
C 2.60 2.00 -6.81 -0.049
N 2.48 -1.66 -3.58 0.051
H 3.94 -1.78 -6.53 0.074
H 2.35 -2.22 -6.27 0.070
H 3.51 -3.18 -5.40 0.079
H 4.15 -0.73 -4.46 0.130
H 2.48 0.91 -4.31 0.108
H 1.47 -0.05 -5.51 0.128
H 1.75 1.61 -7.38 0.087
H 3.31 2.55 -7.43 0.090
H 2.23 2.61 -5.99 0.059
H 2.43 -0.99 -2.83 0.041
H 1.54 -1.93 -3.84 0.068
C -0.55 -3.98 -2.41 -0.072
C 0.20 -4.29 -1.09 -0.385
C 0.61 -5.79 -1.02 -0.193
O -0.38 -6.58 -0.41 -0.186
C -1.18 -7.30 -1.36 -0.089
N 1.34 -3.40 -1.00 0.026
H -0.78 -2.91 -2.42 0.044
H -1.48 -4.55 -2.50 0.050
H 0.01 -4.19 -3.32 0.069
H -0.49 -4.07 -0.28 0.125
H 1.38 -5.76 -0.25 0.097
H 1.05 -6.17 -1.95 0.129
H -1.85 -6.63 -1.89 0.066
H -1.69 -8.19 -0.97 0.086
H -0.55 -7.71 -2.15 0.078
H 1.05 -2.47 -0.70 0.020
H 1.77 -3.10 -1.86 0.040
C 0.30 4.81 0.10 -0.058
C 0.88 6.20 0.09 -0.403
C 2.29 6.24 -0.52 -0.184
O 3.25 5.71 0.40 -0.211
C 4.55 6.01 -0.04 -0.109
N -0.02 6.92 -0.81 0.024
H 0.93 4.08 0.62 0.060
H 0.21 4.53 -0.95 0.056
H -0.72 4.81 0.48 0.062
H 0.89 6.65 1.08 0.136
H 2.53 7.30 -0.64 0.122
H 2.33 5.69 -1.46 0.105
H 5.25 5.40 0.54 0.091
H 4.70 7.08 0.06 0.087
H 4.64 5.78 -1.10 0.076
H -0.99 6.79 -0.55 0.063
H 0.06 6.59 -1.76 -0.003
C 3.48 2.91 -1.30 -0.038
C 4.45 1.85 -1.75 -0.401
C 5.95 2.37 -1.72 -0.164
O 6.28 3.56 -2.45 -0.193
C 6.10 3.46 -3.86 -0.092
N 4.25 0.67 -0.96 0.054
H 3.71 3.32 -0.32 0.073
H 2.47 2.54 -1.43 0.073
H 3.41 3.77 -1.97 0.063
H 4.27 1.52 -2.78 0.120
H 6.60 1.56 -2.03 0.104
H 6.21 2.58 -0.68 0.110
H 6.57 4.22 -4.50 0.082
H 5.05 3.68 -4.02 0.074
H 6.43 2.49 -4.24 0.089
H 4.06 0.90 0.00 0.034
H 3.31 0.34 -1.09 0.023
```



Entry 2:
C34H45IN5O2RhSbSeSi3 | ωB97M-V with the def2-TZVPD basis set

Geometry as XYZ:
```
93
Properties=species:S:1:pos:R:3:lowdin_charge:R:1
Rh 0.40 0.57 0.32 0.964
C 2.24 -2.30 -1.49 -0.322
Sb 0.71 -2.04 0.00 1.375
C 2.23 0.43 0.53 -0.279
C 2.58 0.79 -0.86 -0.366
C 3.74 1.14 -1.53 0.012
C 3.60 1.68 -2.81 -0.014
C 2.34 1.89 -3.35 -0.010
C 1.22 1.52 -2.62 -0.085
N 1.37 0.93 -1.45 -0.019
Si 3.58 0.28 1.87 0.475
C 4.47 1.92 1.88 -0.151
C 4.70 -1.12 1.36 -0.168
C 2.87 -0.06 3.56 -0.163
C -1.20 -2.26 -1.10 -0.577
C -2.14 -1.11 -0.84 -0.402
C -3.51 -1.28 -1.12 -0.062
C -4.42 -0.28 -0.86 -0.028
C -3.97 0.91 -0.31 -0.039
C -2.62 1.03 -0.07 -0.123
N -1.72 0.06 -0.33 0.015
Si -1.07 -2.53 -2.99 0.453
C -0.11 -1.16 -3.84 -0.164
C -0.32 -4.19 -3.41 -0.166
C -2.73 -2.46 -3.87 -0.166
Si -1.87 -3.83 -0.16 0.411
C -2.27 -3.28 1.59 -0.166
C -0.59 -5.20 -0.07 -0.196
C -3.38 -4.65 -0.90 -0.168
H 3.18 -1.96 -1.06 -0.012
H 2.05 -1.76 -2.42 -0.020
H 2.32 -3.36 -1.69 0.004
H 4.71 1.02 -1.07 0.111
H 4.48 1.96 -3.37 0.122
H 2.23 2.35 -4.32 0.120
H 0.21 1.68 -2.97 0.127
H 4.96 2.15 0.93 0.029
H 5.23 1.91 2.66 0.046
H 3.76 2.72 2.09 0.028
H 5.13 -0.98 0.37 0.028
H 4.18 -2.08 1.37 0.033
H 5.53 -1.20 2.07 0.044
H 2.17 0.73 3.86 0.039
H 3.69 -0.08 4.28 0.049
H 2.37 -1.02 3.60 0.026
H -3.84 -2.21 -1.54 0.075
H -5.47 -0.43 -1.08 0.120
H -4.64 1.73 -0.08 0.112
H -2.20 1.94 0.35 0.066
H 0.92 -1.03 -3.51 -0.007
H -0.64 -0.21 -3.71 0.030
H -0.10 -1.38 -4.91 0.050
H 0.65 -4.37 -2.94 0.020
H -0.17 -4.22 -4.49 0.046
H -0.98 -5.02 -3.15 0.031
H -3.16 -1.46 -3.84 0.040
H -3.47 -3.17 -3.53 0.027
H -2.52 -2.69 -4.93 0.047
H -1.43 -3.48 2.26 0.024
H -3.13 -3.83 1.98 0.043
H -2.51 -2.21 1.66 0.029
H 0.30 -4.95 0.50 0.002
H -0.28 -5.57 -1.05 0.020
H -1.07 -6.04 0.45 0.044
H -4.30 -4.08 -0.78 0.034
H -3.52 -5.60 -0.36 0.044
H -3.26 -4.90 -1.96 0.027
Se -1.89 3.55 3.81 1.223
N -1.76 2.33 5.07 -0.217
C -1.21 1.27 4.50 -0.382
C -0.98 0.03 5.17 0.027
C -0.49 -0.98 4.43 -0.032
C -0.16 -0.77 3.06 -0.189
N -0.31 0.34 2.39 0.048
C -0.90 1.38 3.09 -0.397
N -1.23 2.52 2.54 -0.212
H -1.22 -0.06 6.22 0.131
H -0.31 -1.96 4.86 0.120
H 0.28 -1.60 2.53 0.001
I -1.77 9.34 0.07 0.884
C -1.03 7.40 0.23 -0.737
C 0.24 7.19 0.77 -0.139
C 0.72 5.90 0.88 -0.012
C -0.04 4.82 0.46 -0.146
C -1.31 5.04 -0.08 -0.025
C -1.81 6.33 -0.19 -0.145
C 0.50 3.43 0.63 -0.610
O 1.51 3.24 1.29 0.029
O -0.20 2.51 0.04 -0.203
H 0.84 8.03 1.09 0.096
H 1.70 5.71 1.31 0.121
H -1.89 4.20 -0.41 0.107
H -2.79 6.50 -0.60 0.094
```

Values from the calculation:
Net charge = +1



Entry 3:
C3H6N4 | ωB97M-V with the def2-TZVPD basis set

Geometry as XYZ:
```
13
Properties=species:S:1:pos:R:3:lowdin_charge:R:1
N 1.78 1.77 0.46 0.092
C 1.04 0.53 0.27 -0.267
C 0.29 -0.08 1.38 -0.115
N -0.87 -0.57 0.82 0.002
C -0.62 -0.77 -0.55 -0.443
N -1.74 -1.11 -1.40 0.067
N 0.36 0.04 -0.92 0.101
H 2.17 2.02 -0.56 0.150
H 1.72 2.38 1.09 -0.040
H 0.33 -0.06 2.44 0.079
H -0.90 -1.65 1.15 0.202
H -1.68 -0.88 -2.46 0.127
H -2.60 -0.80 -1.03 0.045
```

Values from the calculation:
SMILES = Nc1c[nH]c(N)n1



| no. | LUMO level (Eh) |
| --- | --- |
| 1 | 0.015 |
| 2 | -0.146 |
| 3 | 0.034 |